Entry 1:
{"formula": "C17H39NO6P", "method": "wB97M-V/def2-TZVPD", "symbols": ["C", "C", "O", "C", "C", "P", "C", "C", "C", "C", "C", "O", "C", "C", "N", "C", "C", "C", "O", "H", "H", "H", "H", "H", "H", "H", "H", "H", "H", "H", "H", "H", "H", "H", "H", "H", "H", "H", "H", "H", "H", "H", "H", "H", "H", "H", "H", "H", "H", "H", "H", "H", "H", "H", "C", "C", "O", "C", "O", "O", "H", "H", "H", "H"], "xyz": [[3.10, -3.18, 3.82], [2.32, -3.34, 2.53], [3.22, -3.51, 1.45], [2.86, -2.85, 0.23], [3.47, -1.46, 0.09], [2.29, 0.03, 0.37], [1.30, -0.31, -1.24], [2.05, 0.02, -2.52], [1.60, -0.76, -3.76], [2.55, -0.51, -4.93], [0.16, -0.43, -4.15], [1.19, 1.43, 0.67], [0.98, 1.88, 1.97], [-0.14, 1.15, 2.72], [-1.48, 1.56, 2.27], [-1.81, 1.15, 0.91], [-1.91, -0.36, 0.67], [-2.64, -0.63, -0.63], [-2.65, -0.91, 1.78], [3.80, -4.01, 3.95], [2.42, -3.15, 4.67], [3.67, -2.25, 3.79], [1.69, -2.46, 2.35], [1.66, -4.22, 2.59], [1.76, -2.78, 0.19], [3.16, -3.53, -0.57], [4.25, -1.37, 0.85], [3.97, -1.37, -0.88], [3.19, 0.92, -0.38], [2.97, 0.38, 1.62], [1.38, -0.85, 1.11], [0.38, 0.27, -1.18], [0.99, -1.37, -1.24], [1.93, 1.09, -2.73], [3.12, -0.13, -2.38], [1.65, -1.83, -3.50], [2.26, -1.07, -5.82], [3.58, -0.79, -4.67], [2.55, 0.55, -5.19], [-0.53, -0.73, -3.36], [-0.13, -0.93, -5.08], [0.05, 0.65, -4.30], [1.90, 1.78, 2.57], [0.71, 2.94, 1.94], [-0.07, 1.40, 3.78], [0.02, 0.06, 2.63], [-2.16, 1.12, 2.89], [-2.78, 1.60, 0.65], [-1.05, 1.56, 0.25], [-0.91, -0.79, 0.66], [-2.78, -1.70, -0.81], [-3.61, -0.13, -0.59], [-2.08, -0.22, -1.48], [-2.97, -1.78, 1.52], [-5.05, 3.26, 1.37], [-5.06, 4.42, 0.38], [-4.77, 3.76, -0.85], [-5.06, 2.44, -0.73], [-4.96, 1.64, -1.60], [-5.42, 2.16, 0.54], [-5.78, 3.36, 2.17], [-4.05, 3.07, 1.78], [-6.04, 4.89, 0.30], [-4.30, 5.17, 0.57]], "total_charge": -1, "mol_weight_g_mol": 384.5, "gap_ev": 6.2, "total_energy_ha": -1518.6349, "e_lumo_ev": 2.46}

Entry 2:
{"formula": "C20H21BeFN5O5SSbSe4", "method": "wB97M-V/def2-TZVPD", "symbols": ["Be", "C", "N", "C", "N", "O", "H", "H", "H", "H", "H", "H", "N", "S", "C", "C", "C", "C", "C", "C", "C", "C", "C", "C", "C", "C", "H", "H", "H", "H", "H", "H", "H", "H", "H", "H", "H", "F", "C", "C", "N", "C", "C", "O", "O", "C", "O", "N", "C", "O", "H", "H", "H", "H", "Se", "Sb", "Se", "Se", "Se"], "xyz": [[-0.18, 1.17, -0.70], [-0.87, 5.49, -2.71], [-1.06, 4.06, -2.55], [-1.19, 3.48, -1.37], [-1.29, 4.24, -0.25], [-1.28, 2.22, -1.29], [-0.65, 5.67, -3.76], [0.01, 5.82, -2.15], [-1.76, 6.04, -2.41], [-0.71, 3.47, -3.31], [-0.72, 5.07, -0.27], [-1.17, 3.68, 0.60], [-0.99, -0.29, -0.13], [-0.37, -1.64, -0.70], [-1.43, -2.31, -1.98], [-0.88, -2.45, -3.24], [-1.68, -2.90, -4.28], [-3.02, -3.19, -4.06], [-3.57, -3.03, -2.79], [-2.77, -2.59, -1.74], [-0.65, -2.88, 0.58], [-0.61, -2.44, 1.90], [-0.67, -3.37, 2.93], [-0.75, -4.72, 2.65], [-0.77, -5.15, 1.33], [-0.72, -4.24, 0.29], [-1.89, -0.41, 0.33], [0.15, -2.17, -3.41], [-1.26, -2.99, -5.28], [-3.65, -3.52, -4.88], [-4.61, -3.24, -2.61], [-3.19, -2.46, -0.75], [-0.53, -1.38, 2.11], [-0.63, -3.02, 3.96], [-0.78, -5.44, 3.46], [-0.83, -6.21, 1.10], [-0.73, -4.57, -0.74], [2.89, -2.08, 1.74], [2.73, -1.04, 2.57], [2.41, 0.18, 2.11], [2.20, 1.26, 2.96], [1.75, 2.56, 2.42], [0.50, 2.41, 1.58], [-0.56, 2.94, 1.92], [0.71, 1.73, 0.53], [2.40, 1.15, 4.31], [2.26, 2.05, 5.11], [2.78, -0.12, 4.73], [2.94, -1.28, 3.98], [3.24, -2.33, 4.51], [2.28, 0.37, 1.05], [2.54, 3.00, 1.80], [1.54, 3.20, 3.28], [2.93, -0.21, 5.72], [4.81, 1.79, -3.06], [2.52, 2.58, -2.86], [1.16, 0.43, -2.33], [1.42, 3.37, -4.93], [2.25, 4.25, -1.06]], "total_charge": -2, "e_above_lowest_kcal_mol": 14.4, "mol_weight_g_mol": 909.1, "gap_ev": 4.6, "total_energy_ha": -11783.8517, "e_lumo_ev": 3.59}

Entry 3:
{"formula": "C4H9N3O", "method": "wB97M-V/def2-TZVPD", "symbols": ["C", "C", "C", "C", "N", "N", "N", "O", "H", "H", "H", "H", "H", "H", "H", "H", "H"], "xyz": [[1.01, 1.14, -0.89], [1.69, -0.08, -0.21], [-0.47, 0.92, -0.68], [0.76, -0.45, 0.96], [-2.67, -0.59, 0.08], [-0.49, -0.11, 0.40], [-1.58, -0.79, 0.58], [-1.46, -2.02, 1.76], [1.17, 2.06, -0.34], [1.30, 1.08, -1.97], [1.74, -0.94, -0.88], [2.73, -0.06, -0.02], [-1.14, 1.88, -0.44], [-0.96, 0.69, -1.65], [0.72, -1.49, 1.26], [0.88, 0.24, 1.79], [-3.25, -1.48, 0.24]], "total_charge": 0, "e_above_lowest_kcal_mol": 154.8, "mol_weight_g_mol": 115.1, "gap_ev": 9.9, "total_energy_ha": -397.1039, "e_lumo_ev": 0.74, "smiles": "[H]/N=[N+](\\[O-])N1CCCC1"}

Entry 4:
{"formula": "C6H14O", "method": "wB97M-V/def2-TZVPD", "symbols": ["C", "C", "C", "C", "C", "O", "C", "H", "H", "H", "H", "H", "H", "H", "H", "H", "H", "H", "H", "H", "H"], "xyz": [[2.13, 2.52, 0.38], [0.90, 2.02, 0.43], [0.18, 1.42, -0.76], [-0.99, 0.48, -0.46], [-0.68, -0.96, -0.06], [-1.94, -1.59, 0.07], [-1.87, -2.94, 0.43], [2.73, 2.48, -0.53], [2.58, -0.02, 0.21], [2.59, 3.01, 1.24], [0.34, 2.08, 1.36], [-0.24, 2.27, -1.31], [0.91, 0.95, -1.44], [2.41, -0.62, -0.19], [-1.62, 0.42, -1.35], [-1.62, 0.91, 0.33], [-0.07, -1.47, -0.83], [-0.12, -1.02, 0.89], [-1.32, -3.54, -0.31], [-2.90, -3.31, 0.48], [-1.40, -3.08, 1.42]], "total_charge": 0, "e_above_lowest_kcal_mol": 57.9, "mol_weight_g_mol": 102.2, "gap_ev": 10.7, "total_energy_ha": -312.1628, "e_lumo_ev": 1.15, "smiles": "C=CCCCOC.[H][H]"}

Entry 5:
{"formula": "C4H7NO2", "method": "wB97M-V/def2-TZVPD", "symbols": ["C", "C", "C", "O", "C", "O", "N", "H", "H", "H", "H", "H", "H", "H"], "xyz": [[1.34, -0.31, -0.37], [-0.02, -0.46, 0.29], [0.09, -0.44, 1.81], [1.14, -0.56, 2.40], [-1.07, 0.57, -0.15], [-1.79, 1.15, 0.65], [-1.17, 0.76, -1.49], [1.73, 0.71, -0.25], [2.06, -0.99, 0.10], [1.31, -0.54, -1.44], [-0.44, -1.45, 0.04], [-0.87, -0.33, 2.35], [-0.50, 0.39, -2.14], [-1.81, 1.48, -1.81]], "total_charge": 0, "e_above_lowest_kcal_mol": 10.9, "mol_weight_g_mol": 101.1, "gap_ev": 10.5, "total_energy_ha": -361.8635, "e_lumo_ev": 0.67, "smiles": "C[C@@H](C=O)C(N)=O"}

Entry 6:
{"formula": "C51H43Cl3FFeN5O3P2", "method": "wB97M-V/def2-TZVPD", "symbols": ["Fe", "C", "P", "C", "C", "C", "C", "C", "C", "C", "C", "C", "C", "C", "C", "C", "C", "C", "C", "C", "P", "C", "C", "C", "C", "C", "C", "C", "C", "C", "C", "C", "C", "N", "H", "H", "H", "H", "H", "H", "H", "H", "H", "H", "H", "H", "H", "H", "H", "H", "H", "H", "H", "H", "H", "H", "H", "H", "H", "H", "C", "C", "C", "C", "C", "C", "C", "F", "C", "C", "C", "O", "C", "C", "N", "C", "C", "O", "O", "H", "H", "H", "H", "H", "H", "H", "H", "H", "H", "H", "N", "C", "C", "C", "C", "C", "N", "H", "H", "H", "H", "H", "H", "Cl", "C", "Cl", "Cl", "C", "N"], "xyz": [[-0.08, -0.91, 0.31], [-0.65, -4.20, -0.40], [-1.80, -3.04, 0.41], [-3.25, -3.31, -0.66], [-4.13, -4.36, -0.43], [-5.12, -4.66, -1.36], [-5.23, -3.91, -2.52], [-4.35, -2.86, -2.76], [-3.36, -2.57, -1.83], [-2.23, -3.69, 2.04], [-1.30, -4.41, 2.79], [-1.59, -4.80, 4.09], [-2.81, -4.45, 4.66], [-3.74, -3.72, 3.93], [-3.45, -3.34, 2.63], [-0.31, -3.42, -1.62], [-0.35, -3.75, -2.94], [-0.07, -2.56, -3.68], [0.13, -1.57, -2.76], [0.44, -0.12, -2.93], [-0.53, 0.73, -1.66], [-2.06, 1.18, -2.55], [-2.53, 0.39, -3.59], [-3.68, 0.76, -4.29], [-4.37, 1.92, -3.94], [-3.91, 2.70, -2.88], [-2.78, 2.33, -2.18], [0.24, 2.36, -1.38], [0.38, 2.82, -0.07], [0.94, 4.07, 0.17], [1.37, 4.86, -0.90], [1.22, 4.40, -2.20], [0.66, 3.15, -2.44], [-0.02, -2.07, -1.48], [0.23, -4.36, 0.23], [-1.12, -5.16, -0.61], [-4.05, -4.95, 0.48], [-5.80, -5.48, -1.17], [-5.99, -4.15, -3.25], [-4.42, -2.29, -3.67], [-2.64, -1.79, -2.06], [-0.35, -4.70, 2.35], [-0.86, -5.36, 4.66], [-3.04, -4.75, 5.67], [-4.69, -3.45, 4.37], [-4.17, -2.76, 2.06], [-0.57, -4.73, -3.34], [-0.01, -2.45, -4.75], [1.48, 0.07, -2.69], [0.23, 0.26, -3.93], [-2.01, -0.51, -3.88], [-4.03, 0.15, -5.11], [-5.25, 2.21, -4.50], [-4.45, 3.60, -2.60], [-2.43, 2.94, -1.36], [0.07, 2.20, 0.76], [1.05, 4.43, 1.18], [1.79, 5.84, -0.72], [1.55, 5.01, -3.03], [0.54, 2.80, -3.46], [4.19, 4.92, 2.15], [5.11, 3.71, 2.04], [6.42, 4.01, 1.33], [6.18, 4.36, -0.13], [5.35, 3.31, -0.81], [5.43, 3.11, -2.16], [4.67, 2.13, -2.78], [4.79, 1.97, -4.11], [3.82, 1.33, -2.08], [3.70, 1.51, -0.70], [2.73, 0.72, 0.06], [1.91, -0.05, -0.50], [2.78, 0.89, 1.47], [3.60, 1.81, 2.03], [4.41, 2.62, 1.33], [4.48, 2.48, -0.06], [1.88, 0.06, 2.30], [2.28, -0.49, 3.32], [0.66, 0.00, 1.86], [4.72, 5.75, 2.64], [3.31, 4.68, 2.75], [3.85, 5.26, 1.17], [5.33, 3.33, 3.03], [7.08, 3.14, 1.40], [6.92, 4.83, 1.85], [7.13, 4.47, -0.66], [5.68, 5.33, -0.20], [6.10, 3.72, -2.76], [3.25, 0.56, -2.58], [3.63, 1.94, 3.11], [-3.39, 0.26, 0.05], [-3.06, 0.24, 1.37], [-3.88, 0.90, 2.30], [-3.54, 0.86, 3.63], [-2.41, 0.15, 4.02], [-1.65, -0.45, 3.05], [-1.93, -0.39, 1.73], [-4.35, 0.48, -0.19], [-2.96, -0.43, -0.54], [-4.77, 1.41, 1.96], [-4.16, 1.36, 4.36], [-2.12, 0.06, 5.06], [-0.78, -1.03, 3.32], [4.38, -3.17, 2.96], [2.72, -3.73, 3.01], [2.63, -5.44, 2.53], [2.00, -3.51, 4.60], [1.91, -2.99, 2.02], [1.21, -2.57, 1.22]], "total_charge": 1, "mol_weight_g_mol": 1017.1, "gap_ev": [7.2, 5.8], "spin_multiplicity": 6, "s_squared": 8.766, "total_energy_ha": -5895.5124, "e_lumo_ev": [-2.29, -3.64]}